Molecular formula: C2H6N2
Method: DFT, the ωB97M-V functional and the def2-TZVPD basis

XYZ file:
```
10
Properties=species:S:1:pos:R:3
C -2.76 -4.95 1.91
N -2.45 -3.81 2.29
H -3.83 -5.11 2.19
H -2.10 -5.54 1.34
H -1.44 -3.69 2.48
C 2.67 4.26 -2.28
N 1.73 5.05 -1.74
H 2.36 3.15 -2.39
H 3.61 4.63 -2.20
H 2.21 6.00 -1.62
```

Results
gap between HOMO and LUMO: 10.77 eV
ΔE to the lowest compared entry with this formula, charge and spin: 335.7 kJ/mol
highest occupied orbital energy: -9.6 eV

***

Molecular formula: C6H10
Method: DFT, the ωB97M-V functional and the def2-TZVPD basis

XYZ file:
```
16
Properties=species:S:1:pos:R:3
C 2.76 0.00 0.87
C 1.46 -0.24 0.90
C 0.43 0.62 0.28
C -0.66 0.16 -0.31
C -1.09 -1.28 -0.27
C -1.68 1.07 -0.91
H 3.17 0.98 0.69
H 3.45 -0.80 1.12
H 1.05 -1.12 1.38
H 0.66 1.68 0.26
H -1.86 -1.51 -0.99
H -1.48 -1.51 0.72
H -0.26 -1.98 -0.34
H -2.72 0.87 -0.65
H -1.67 0.91 -2.00
H -1.55 2.14 -0.74
```

Results
gap between HOMO and LUMO: 9.49 eV
ΔE to the lowest compared entry with this formula, charge and spin: 101.3 kJ/mol
highest occupied orbital energy: -8.4 eV